Computed, not measured: a molecular structure, C10H34CsN11O4 at a distorted geometry, with ωB97M-V/def2-TZVPD.

Last column: Mulliken charge in e.
CARTESIAN COORDINATES (ANGSTROEM)
Cs -0.36688 -0.02263 -1.02883  0.8920
O 2.25201 1.38233 2.46585  -0.5549
O 0.32827 -0.07894 1.81841  -0.6404
O -1.95834 -2.68045 -2.31553  -0.5981
O -1.86912 -4.92051 -2.38026  -0.6474
N -0.07079 3.31488 -0.71194  -0.4735
N -1.68287 -3.78681 -1.83096  0.9749
N -1.15179 -3.70068 -0.55186  -0.4817
N 4.10142 2.48033 3.02063  -0.3710
N -2.62315 -0.63773 2.06702  -0.3280
N 0.26120 -1.18916 -3.79590  -0.4070
N -1.48426 2.00848 1.45774  -0.0860
N -0.85808 -3.16035 1.95566  -0.5964
N -1.64356 0.80141 -4.02428  -0.3639
N -0.69075 -6.07909 -0.13874  -0.4576
N -0.68286 -4.48449 1.52025  -0.0495
C -0.48832 1.00536 -4.83811  -0.3280
C -0.89092 -4.77340 0.24334  0.5555
C -2.72139 1.88696 2.18880  -0.6039
C 0.31249 3.53138 0.69243  -0.0250
C -0.82740 3.25527 1.67527  -0.9742
C 5.29418 0.72586 0.67251  -0.7774
C 4.42888 0.36462 1.81042  -0.4162
C 3.49817 1.47141 2.36606  -0.1216
C 0.40653 -0.22166 -4.90185  -0.5769
C -3.40777 0.58942 1.91541  -0.8480
H -0.80540 -6.32601 -1.10508  0.2702
H 3.80009 -0.51253 1.57079  0.1462
H 1.07733 -1.81881 -3.74210  0.2286
H -1.96656 -0.15963 -4.00186  0.1491
H -3.01283 -1.21668 2.82470  0.2798
H -0.23035 0.76510 1.84695  0.2657
H 0.70968 4.52685 0.82676  0.4099
H 5.05997 0.17125 2.68992  0.2806
H -3.70162 0.56030 0.88409  0.2971
H -4.36034 0.54314 2.47733  0.3695
H 5.00039 2.88743 2.71304  0.2939
H 0.13500 1.89457 -4.40927  0.1709
H -1.66889 1.90700 0.44998  0.0514
H -0.87570 3.94551 -0.92268  0.1870
H -3.41632 2.76250 1.98561  0.3738
H -1.57349 4.05499 1.66373  0.4368
H 4.84575 0.73484 -0.33390  0.0118
H -0.51350 -1.82953 -3.85247  0.1942
H -0.74027 1.31175 -5.90156  0.2294
H -0.05607 -2.54301 1.95869  0.2512
H -1.03092 -6.78444 0.53249  0.2276
H 6.37932 0.84703 0.62489  0.2273
H 0.66608 3.37564 -1.38504  0.2029
H -0.38526 3.18641 2.68204  0.3282
H 1.29045 0.14140 2.03504  0.3870
H -2.44101 1.41269 -4.12255  0.1921
H -0.32678 -5.22331 2.09617  0.2039
H 3.50375 3.15962 3.52873  0.2298
H 0.33581 -0.67889 -5.94371  0.2897
H -1.46553 -2.75040 1.21067  0.3997
H 1.10305 2.80305 0.94012  -0.0589
H -1.71262 -0.41402 2.48901  0.1272
H -2.54935 2.01671 3.26443  0.3698
H 1.46127 0.16769 -4.92653  0.2808

Calculated values
Relative energy (zero: lowest compared OMol25 entry of this formula, charge and spin) = 231.1 kJ/mol
Molecular weight = 505.36 g/mol
E_LUMO (alpha / beta) = -0.494 / -0.494 eV
Total energy = -36043.7369 eV